No. 1
A molecular structure, C45H58GeIN4O8Ti in a non-equilibrium geometry, computed with wB97M-V/def2-TZVPD.

```
! wB97M-V def2-TZVPD RIJCOSX def2/J DEFGRID3
* xyz 2 2
Ti -0.147 -0.284 -0.567
C 4.308 -1.155 3.239
C 3.955 0.255 2.777
C 3.117 0.969 3.825
C 5.215 1.044 2.460
O 3.154 0.197 1.569
Ge 2.914 -0.935 0.256
O 0.337 -1.926 -0.942
C 0.300 -3.364 -1.210
C 1.726 -3.885 -1.152
C -0.573 -4.022 -0.151
C -0.286 -3.623 -2.587
O 1.558 0.523 -0.765
C 2.382 1.455 -1.586
C 3.405 0.648 -2.376
C 3.069 2.442 -0.657
C 1.476 2.206 -2.552
H 4.910 -1.116 4.146
H 4.888 -1.681 2.474
H 3.406 -1.733 3.444
H 3.638 0.968 4.784
H 2.153 0.470 3.949
H 2.938 2.006 3.538
H 5.813 1.177 3.361
H 4.961 2.031 2.071
H 5.824 0.522 1.719
H 2.128 -3.831 -0.140
H 2.373 -3.316 -1.820
H 1.740 -4.928 -1.470
H -0.090 -4.041 0.826
H -0.769 -5.055 -0.439
H -1.535 -3.511 -0.068
H 0.274 -3.106 -3.366
H -1.334 -3.329 -2.639
H -0.231 -4.692 -2.788
H 4.219 0.265 -1.757
H 3.855 1.298 -3.127
H 2.931 -0.192 -2.889
H 3.658 1.941 0.106
H 2.338 3.084 -0.164
H 3.732 3.069 -1.254
H 0.490 2.358 -2.126
H 1.908 3.183 -2.768
H 1.387 1.683 -3.508
C -1.261 4.172 -1.212
C -2.286 3.375 -0.460
N -3.350 4.028 -0.007
C -4.339 3.346 0.575
C -4.359 1.970 0.706
C -5.609 1.297 1.217
O -5.368 0.253 2.155
C -3.218 1.284 0.279
C -3.148 -0.218 0.384
N -2.353 -0.809 -0.683
C -3.075 -1.214 -1.751
C -4.375 -1.797 -1.620
C -5.083 -2.223 -2.714
C -4.546 -2.089 -3.995
C -3.280 -1.531 -4.170
C -2.554 -1.112 -3.079
I -0.738 -0.184 -3.449
C -2.163 1.990 -0.276
O -1.042 1.349 -0.664
H -1.571 5.214 -1.221
H -1.185 3.822 -2.244
H -0.269 4.102 -0.764
H -5.178 3.938 0.927
H -6.146 0.832 0.387
H -6.273 2.057 1.632
H -5.191 0.647 3.016
H -4.161 -0.596 0.390
H -4.788 -1.982 -0.638
H -6.054 -2.678 -2.577
H -5.103 -2.426 -4.859
H -2.871 -1.424 -5.165
O 1.614 -2.090 1.687
C 0.474 -1.861 2.081
N -0.085 -2.327 3.195
C -1.478 -1.920 3.344
C -1.582 -1.117 2.060
O -2.717 -0.631 1.733
N -0.476 -1.069 1.382
C -1.707 -1.019 4.558
C -3.016 -0.669 4.883
C -3.262 0.134 5.984
C -2.208 0.576 6.777
C -0.909 0.212 6.462
C -0.655 -0.581 5.348
C -2.382 -3.155 3.379
C -2.257 -3.977 4.497
C -3.019 -5.126 4.611
C -3.925 -5.462 3.612
C -4.054 -4.646 2.500
C -3.280 -3.497 2.378
H 0.397 -2.942 3.832
H -3.838 -1.051 4.288
H -4.280 0.399 6.241
H -2.404 1.187 7.648
H -0.086 0.541 7.084
H 0.367 -0.851 5.113
H -1.577 -3.707 5.299
H -2.914 -5.756 5.485
H -4.531 -6.353 3.705
H -4.762 -4.900 1.723
H -3.403 -2.879 1.498
C 0.222 3.836 2.895
C -1.251 3.765 3.303
C -1.491 2.268 3.308
O -0.716 1.753 2.212
C 0.357 2.668 1.924
H 0.865 3.700 3.767
H 0.483 4.783 2.424
H -1.883 4.258 2.561
H -1.445 4.212 4.277
H -2.533 1.988 3.142
H -1.152 1.823 4.245
H 0.242 2.991 0.889
H 1.304 2.134 2.013
*
```

Summary:
<S²>	0.7864
gap between HOMO and LUMO (spin up / spin down)	7.1589 / 5.4196	eV
LUMO energy (spin up / spin down)	-6.090 / -7.822	eV

These are the Löwdin partial charges, in e, on atoms 1 to 6:
1. Ti 0.91
2. C -0.04
3. C -0.66
4. C -0.02
5. C -0.02
6. O -0.37

=====

No. 2
3 unconnected molecules or ions with the total composition C19H40FN2O12P3 in a non-equilibrium geometry, computed with wB97M-V/def2-TZVPD.

```
! wB97M-V def2-TZVPD RIJCOSX def2/J DEFGRID3
* xyz 0 1
C -3.141 -1.767 6.711
C -1.821 -2.233 6.111
C -1.832 -2.109 4.582
F -2.718 -1.118 4.180
C -0.443 -1.718 4.045
C -0.535 -1.771 2.577
N -0.534 -1.803 1.434
C 0.701 -2.733 4.428
C 1.847 -2.367 3.604
N 2.809 -2.164 3.018
P 0.116 -4.491 4.220
P 1.833 -5.805 3.970
O 2.166 -6.478 5.210
O 1.336 -6.860 2.849
O 3.127 -5.066 3.367
P 0.040 0.026 4.507
O -0.900 0.669 5.400
O 0.231 0.821 3.143
O 1.486 -0.052 5.200
H -3.968 -2.271 6.226
H -3.161 -2.011 7.766
H -3.257 -0.695 6.633
H -1.684 -3.273 6.394
H -0.999 -1.674 6.543
H -2.190 -3.019 4.109
H 0.969 -2.509 5.453
H -0.473 -4.463 2.939
H 1.689 -6.590 1.988
H 3.089 -4.979 2.403
H 0.997 0.500 2.639
H 2.178 0.048 4.527
C -3.482 6.294 -2.442
O -3.107 5.050 -1.899
C -2.317 4.296 -2.801
C -1.657 3.137 -2.089
O -0.474 3.495 -1.387
C -0.663 4.185 -0.158
C -1.138 3.279 0.958
O -2.536 3.075 0.874
C -2.951 1.987 1.674
H -4.057 6.166 -3.366
H -4.103 6.802 -1.707
H -2.600 6.913 -2.645
H -1.545 4.935 -3.249
H -2.969 3.908 -3.596
H -1.331 2.423 -2.849
H -2.362 2.622 -1.433
H -1.325 5.045 -0.274
H 0.327 4.562 0.109
H -0.917 3.746 1.929
H -0.617 2.315 0.897
H -2.496 1.051 1.327
H -4.032 1.905 1.583
H -2.694 2.148 2.727
C 4.927 -1.373 -6.775
O 3.954 -0.694 -6.017
C 3.304 0.313 -6.773
C 2.057 0.791 -6.064
O 0.929 -0.050 -6.260
C 0.913 -1.268 -5.529
C 0.567 -1.092 -4.067
O 1.704 -0.683 -3.331
C 1.350 -0.189 -2.058
H 5.694 -0.682 -7.144
H 5.399 -2.109 -6.127
H 4.469 -1.894 -7.624
H 3.032 -0.076 -7.763
H 3.996 1.158 -6.897
H 1.774 1.749 -6.503
H 2.249 0.954 -5.002
H 1.851 -1.814 -5.646
H 0.121 -1.862 -5.988
H 0.215 -2.051 -3.661
H -0.234 -0.348 -3.972
H 0.726 0.708 -2.150
H 2.267 0.081 -1.537
H 0.824 -0.953 -1.473
*
```

Summary:
energy relative to the best compared isomer or geometry (same formula, charge and spin)	0.0	kJ/mol
gap between HOMO and LUMO	8.9537	eV
LUMO energy	-0.273	eV

These are the Löwdin partial charges, in e, on atoms 1 to 6:
1. C -0.08
2. C -0.20
3. C -0.34
4. F 0.01
5. C -0.39
6. C -0.27

=====

no.,calculated total energy (Eh)
1,-5794.2510
2,-2884.2962